C12H13N3 | ωB97M-V/def2-TZVPD

XYZ file:
```
28
Properties=species:S:1:pos:R:3:forces:R:3
C -1.075553 0.165788 -1.711529 0.391 1.865 -2.133
C -1.432057 0.793413 -0.594603 1.226 0.643 -0.422
C -1.480949 2.304965 -0.381564 0.642 0.004 -2.631
N -1.478211 0.047641 0.608859 -0.875 -1.671 1.481
C -2.621843 -0.399621 1.255818 2.042 -1.519 2.138
C -2.144807 -1.147521 2.353986 -2.484 1.555 -0.175
N -0.824947 -1.109204 2.428188 2.497 0.067 -1.437
C -0.393586 -0.469237 1.335182 -2.917 1.022 0.612
C 0.955082 -0.244248 0.892411 0.194 1.751 3.074
C 1.721822 0.837232 1.386038 -1.673 -0.352 -0.080
C 3.026068 1.005397 1.073977 2.560 1.124 -2.019
C 3.606737 0.056067 0.187733 -0.481 -1.442 1.037
C 2.840596 -1.092337 -0.147305 1.188 0.850 -0.577
C 1.525949 -1.262597 0.264496 0.869 -1.071 -2.527
N 0.739835 -2.283546 -0.303703 -0.631 -0.433 0.965
H -0.795842 0.694022 -2.679360 -0.743 0.053 1.536
H -0.941422 -0.861523 -1.926350 -0.099 -1.128 0.968
H -1.359892 2.872225 -1.361794 0.436 -0.935 1.049
H -0.759401 2.650305 0.340901 0.409 -0.066 0.188
H -2.416570 2.685458 -0.100635 -1.621 0.007 0.939
H -3.641056 -0.311225 1.029642 -0.886 0.669 -0.926
H -2.723136 -1.500894 3.227552 0.219 -0.037 -0.956
H 1.161417 1.514526 1.991567 -0.029 0.635 0.362
H 3.649762 1.970016 1.180245 -1.334 -1.660 0.603
H 4.695805 0.125132 -0.002691 -0.960 -0.046 -0.446
H 3.095938 -1.826015 -0.902089 1.043 -0.004 0.149
H 0.155124 -2.849087 0.328557 0.390 0.810 -0.187
H 1.285370 -2.907151 -0.842075 0.625 -0.689 -0.583
```
Forces are in eV/Å.

Results
Structure (SMILES): C=C(C)n1ccnc1-c1ccccc1N
Energy above the lowest of the compared OMol25 structures with the same formula, charge and spin: 18.8 kcal/mol
Energy: -17123.4573 eV
HOMO-LUMO gap: 9.141 eV
Strongest force on any atom: 3.54 eV/A

=====

C4H6N2S2 | ωB97M-V/def2-TZVPD

XYZ file:
```
14
Properties=species:S:1:pos:R:3:forces:R:3
N 2.663483 0.216211 0.397553 -3.712 -1.105 -0.317
C 1.728108 -0.765344 0.015903 0.350 5.283 1.019
N 2.183054 -1.944532 -0.163139 4.364 -6.971 -3.172
C 0.345571 -0.542460 -0.101054 0.575 -1.612 0.200
C -0.424497 0.559926 -0.042794 -0.596 2.271 -0.676
S 0.237094 2.102822 -0.124886 -0.703 0.483 0.452
C -1.950952 0.401005 -0.085246 0.563 -0.273 0.942
S -2.745390 -0.995629 0.135152 0.238 0.452 -0.307
H 3.632866 0.210749 0.342616 1.670 -0.884 -0.293
H 2.272076 1.121883 0.560088 -0.491 0.528 -0.149
H 1.562527 -2.735978 -0.637956 1.802 2.669 1.527
H 3.320099 -2.068211 -0.407160 -4.415 0.429 1.060
H -0.247293 -1.398113 -0.310792 -0.048 -1.195 0.044
H -2.522675 1.334080 -0.072807 0.402 -0.073 -0.331
```
Forces are in eV/Å.

Results
Structure (SMILES): NC(N)=CC(=S)C=S
Energy above the lowest of the compared OMol25 structures with the same formula, charge and spin: 51.0 kcal/mol
Energy: -28894.0004 eV
HOMO-LUMO gap: 6.704 eV
Strongest force on any atom: 8.81 eV/A

=====

C32H55Cl2N11S2Tl | ωB97M-V/def2-TZVPD

XYZ file:
```
103
Properties=species:S:1:pos:R:3:forces:R:3
Tl 1.011022 0.163418 0.506288 0.211 -0.340 -0.164
C -0.281952 -2.534883 -3.744398 -0.986 0.538 -0.459
N 1.122401 -2.256978 -3.705533 -0.595 1.347 0.051
C 1.882399 -2.679304 -4.829216 -0.585 -0.889 0.139
C 1.717700 -1.445432 -2.737476 -0.501 -0.153 1.384
N 1.269918 -0.303277 -2.292798 0.608 -0.973 -0.358
C 0.308521 0.392196 -3.094930 -1.613 -0.487 -0.068
C 0.218777 1.832917 -2.703965 0.372 1.295 -1.098
N -0.537431 2.153822 -1.527676 -1.157 0.388 0.806
C 0.015411 3.299239 -0.797558 -0.026 0.598 -0.152
C -0.683850 3.664169 0.560963 0.025 -0.468 -0.551
N -0.376449 2.743728 1.640475 0.454 0.483 0.287
C 0.152516 3.162191 2.733522 -0.022 0.463 0.251
N 0.160324 2.337958 3.863850 0.252 0.889 -0.468
C 1.486971 2.109348 4.454381 -0.008 0.029 -0.012
C -0.709220 1.193264 3.860704 0.933 -1.353 0.358
N 0.718181 4.452428 2.981525 0.035 -1.195 -1.212
C 0.391914 5.181835 4.150189 0.233 0.892 0.464
C 1.749694 5.010663 2.092885 -1.491 0.019 0.255
C -1.995100 2.298617 -1.710387 0.395 -0.534 0.441
C -2.823418 1.571323 -0.638690 1.117 1.893 1.236
N -3.089913 0.244629 -0.970407 0.474 -0.685 -0.894
C -4.020758 -0.354086 -0.377568 -0.564 -0.600 2.400
N -4.439680 -1.605415 -0.736317 0.123 -1.373 -1.175
C -3.812776 -2.115083 -1.970413 0.173 0.599 0.421
C -4.495621 -2.724769 0.218228 -1.610 1.330 -0.176
N -4.686953 0.144310 0.772470 0.180 0.479 0.361
C -6.089985 -0.082129 1.000717 -0.849 -0.841 -0.007
C -3.948964 0.609509 1.963592 0.236 -1.270 -0.897
N 2.804957 -2.056073 -2.154849 -1.039 -1.155 -1.575
C 2.760478 -3.545318 -2.081125 1.991 0.885 1.390
C 3.621349 -1.400398 -1.183269 -0.767 1.616 0.276
H -0.457175 -3.585458 -3.909996 0.208 -0.678 -0.230
H -0.880996 -2.005230 -4.533837 0.671 -0.043 0.347
H -0.755761 -2.375124 -2.787967 0.091 0.351 0.242
H 1.355142 -2.411641 -5.744039 0.206 0.216 -0.307
H 1.971369 -3.773113 -4.817885 0.237 -0.101 -0.220
H 2.844803 -2.234063 -4.741267 0.874 0.234 -0.393
H -0.733134 -0.028693 -3.017271 0.712 0.119 0.095
H 0.520241 0.395146 -4.166573 0.336 -0.321 -0.162
H -0.113234 2.384820 -3.643123 0.006 -0.095 0.978
H 1.231194 2.180870 -2.501344 0.242 -0.013 -0.202
H -0.005105 4.271472 -1.406002 -0.051 -1.032 0.322
H 1.070399 3.007563 -0.684096 -0.170 0.611 0.549
H -1.777807 3.616973 0.435805 0.325 0.033 -0.211
H -0.497683 4.717728 0.782510 0.380 -0.008 0.111
H 2.208127 1.666969 3.728182 -0.369 0.243 0.387
H 1.367870 1.405199 5.281971 0.044 0.070 -0.081
H 1.871761 3.049665 4.871955 0.064 -0.277 -0.209
H -1.605934 1.363607 3.274537 0.103 0.032 0.076
H -0.932479 0.929517 4.904242 -0.289 0.235 -0.154
H -0.150812 0.295798 3.493851 -0.606 0.437 -0.222
H -0.258502 4.618854 4.780091 -0.562 -0.552 0.330
H -0.117676 6.164220 3.972916 0.477 -0.541 -0.186
H 1.294823 5.350848 4.745347 0.093 0.362 0.105
H 2.599594 5.371685 2.686144 0.127 -0.481 -0.138
H 1.314199 5.918436 1.624170 0.431 -0.435 -0.309
H 1.992956 4.217217 1.363920 0.279 0.720 0.221
H -2.280827 1.936493 -2.694793 -0.056 -0.040 -0.121
H -2.248672 3.350574 -1.621245 -0.073 0.452 -0.363
H -3.737397 2.171667 -0.455567 0.009 -0.209 -0.060
H -2.223954 1.650893 0.330190 -0.642 -0.185 -1.142
H -3.698760 -1.264000 -2.665365 -0.186 -0.737 0.078
H -4.436412 -2.938144 -2.323780 0.065 0.145 -0.334
H -2.815446 -2.501681 -1.701702 -0.181 0.093 -0.358
H -4.845093 -2.411574 1.184787 -0.315 0.244 0.386
H -3.588224 -3.207177 0.368552 2.187 -0.590 0.058
H -5.157159 -3.484943 -0.172543 -0.469 -0.100 -0.139
H -6.590923 -0.536457 0.115744 0.488 0.831 0.254
H -6.603053 0.869991 1.315038 0.341 -0.957 -0.242
H -6.266456 -0.902591 1.749342 0.112 0.894 0.027
H -2.891549 0.330747 1.900991 -0.268 -0.295 -0.048
H -4.388541 0.166855 2.860931 0.043 -0.156 -0.043
H -3.938469 1.663194 2.092098 -0.297 1.270 -0.019
H 2.727746 -3.773326 -1.000119 -0.221 -0.227 -0.448
H 3.723057 -3.966807 -2.448470 -0.508 0.224 -0.007
H 1.938107 -3.989662 -2.594517 -0.487 -0.034 -0.139
H 3.238580 -1.618008 -0.148688 0.616 0.406 -0.755
H 3.628436 -0.284943 -1.409087 -0.250 -1.434 0.610
H 4.637601 -1.718838 -1.302437 0.665 -0.466 0.248
Cl 1.970231 -3.991067 1.689477 -0.329 0.144 -0.096
C 0.851215 -5.073373 0.892227 -0.313 0.128 -0.617
C 0.980133 -6.422369 1.220097 1.417 2.582 0.222
C 0.240703 -7.336985 0.577222 -0.945 -2.352 -0.245
C -0.659503 -6.977064 -0.414925 -0.711 1.052 -0.053
C -0.803775 -5.619097 -0.724104 0.377 -0.710 0.409
Cl -1.995904 -5.264466 -1.955621 0.058 0.135 0.085
C -0.085557 -4.571111 -0.082099 0.357 -1.096 0.686
S -0.381185 -2.935773 -0.406797 0.088 0.831 0.263
H 1.783306 -6.659825 1.909320 -0.319 -0.266 0.119
H 0.374640 -8.351474 0.949217 -0.333 -0.121 -0.555
H -1.397679 -7.623689 -0.896283 0.660 -0.229 0.223
S 3.950045 -0.247403 2.169847 0.154 0.234 0.201
C 4.347969 1.222383 1.366299 -1.460 -0.028 -0.581
C 5.351667 2.124585 1.824520 -2.153 0.062 -3.047
C 5.622195 3.221400 1.089817 -0.136 1.081 -1.504
C 4.878715 3.558942 -0.072523 0.121 -0.612 1.508
C 3.831771 2.741199 -0.360974 -0.272 -2.085 -1.062
N 3.582902 1.543614 0.264703 0.708 1.534 0.450
H 5.816644 1.951915 2.687590 1.947 -0.946 3.244
H 6.436140 3.881347 1.296163 0.492 0.287 0.635
H 5.090775 4.436321 -0.627500 0.159 0.606 -0.482
H 3.275318 2.874040 -1.310491 -0.002 0.128 0.762
```
Forces are in eV/Å.

Results
Energy above the lowest of the compared OMol25 structures with the same formula, charge and spin: 0.0 kcal/mol
Total charge: -1
Energy: -101875.9999 eV
HOMO-LUMO gap: 6.428 eV
Strongest force on any atom: 3.90 eV/A

=====

C10H24ClI2N2P2Zr | ωB97M-V/def2-TZVPD

XYZ file:
```
42
Properties=species:S:1:pos:R:3:forces:R:3
I 0.238479 2.241733 -5.414262 0.479 -1.625 -1.589
I -0.279521 3.984333 -3.674962 -0.455 1.247 1.920
Zr -0.001121 0.101433 -0.627762 -0.023 -1.353 0.209
P -2.313621 -0.013367 -0.733962 -8.013 0.138 -0.726
C -3.273321 1.096633 0.363138 0.399 0.253 0.268
C -2.991521 0.342233 -2.398062 0.416 0.089 -0.247
H -4.076821 0.194733 -2.422962 0.185 -0.012 0.163
H -4.072721 -1.703267 -0.501262 0.186 0.243 -0.045
H -2.505021 -0.327467 -3.111862 -0.192 0.072 -0.049
H -2.499821 -2.395967 -1.014562 -0.209 -0.041 0.054
H -3.013221 2.135933 0.144338 -0.159 -0.020 0.010
H -2.754821 1.374333 -2.670162 -0.092 -0.034 -0.061
C -2.987521 -1.673867 -0.354562 0.647 -0.388 0.190
H -4.349821 0.953633 0.223038 0.190 -0.063 -0.073
H -2.749721 -1.930967 0.681038 -0.124 -0.041 -0.062
H -3.011921 0.891233 1.404738 -0.147 0.004 -0.031
P 2.312779 0.010933 -0.729362 8.026 0.217 -0.704
C 3.258779 1.128833 0.371738 -0.399 0.244 0.265
C 3.002979 -1.643267 -0.351762 -0.647 -0.394 0.189
H 2.513279 -0.297767 -3.107162 0.187 0.081 -0.048
H 4.077179 0.241733 -2.413962 -0.181 -0.007 0.163
H 2.742179 1.406233 -2.662862 0.098 -0.039 -0.075
C 2.990279 0.376633 -2.391462 -0.422 0.084 -0.234
H 2.522179 -2.369267 -1.012462 0.210 -0.040 0.055
H 4.088379 -1.661767 -0.498562 -0.187 0.243 -0.045
H 4.336979 0.995233 0.235438 -0.189 -0.063 -0.072
H 2.995379 0.920633 1.412338 0.148 0.006 -0.033
H 2.767779 -1.903667 0.683538 0.123 -0.040 -0.060
H 2.990379 2.165833 0.152438 0.160 -0.014 0.012
Cl 0.009979 -1.598667 -2.301662 -0.012 1.179 1.464
C 0.004079 1.630333 2.550338 0.002 0.001 0.347
C 0.002979 0.138433 2.554338 0.001 1.831 0.822
N 0.000779 -0.617567 1.444338 -0.001 1.691 -0.899
C 0.000179 -1.895267 1.859138 0.003 -2.366 2.020
C 0.002079 -1.894867 3.240538 -0.002 -2.402 -1.078
N 0.003879 -0.616867 3.668438 0.000 1.166 -0.699
H -0.900421 2.003533 3.073838 0.547 0.030 -0.362
H 0.910579 2.002233 3.071438 -0.551 0.031 -0.361
H 0.002879 2.012133 1.507638 0.001 0.066 0.432
H -0.001321 -2.757367 1.206238 0.001 0.112 0.040
H 0.002379 -2.762367 3.886938 0.000 0.229 0.094
H 0.005479 -0.285367 4.658638 -0.002 -0.318 -1.165
```
Forces are in eV/Å.

Results
Energy above the lowest of the compared OMol25 structures with the same formula, charge and spin: 59.5 kcal/mol
Total charge: +3
Energy: -62293.7035 eV
HOMO-LUMO gap: 3.846 eV
Strongest force on any atom: 8.06 eV/A

=====

C2H6N3O | ωB97M-V/def2-TZVPD

XYZ file:
```
12
Properties=species:S:1:pos:R:3:forces:R:3
C -1.468161 0.024911 1.510638 -0.962 1.881 2.550
C 0.042655 -0.164281 -0.011309 4.180 1.070 3.143
N -1.350948 -1.329989 1.103051 -0.529 0.150 -0.148
N -0.472677 -1.399356 0.234686 -0.897 -2.255 -0.907
N 0.371225 0.208170 -1.382905 -0.159 1.192 0.809
O -0.591621 0.807237 0.643483 -1.078 -0.571 -0.061
H -2.465758 0.515729 1.691329 0.456 -0.822 -1.448
H -1.188352 0.098295 2.585714 1.021 -0.220 -0.506
H 1.628700 -0.538339 0.924268 -2.572 0.857 -2.092
H 0.797947 -0.628393 -1.803466 0.074 0.514 -0.503
H 0.994663 1.053293 -1.278514 -0.253 -1.190 -0.668
H -0.513454 0.552814 -1.828128 0.719 -0.604 -0.168
```
Forces are in eV/Å.

Results
Energy above the lowest of the compared OMol25 structures with the same formula, charge and spin: 146.4 kcal/mol
Total charge: +1
Energy: -8676.8678 eV
HOMO-LUMO gap (alpha / beta): 8.942 / 8.945 eV
Strongest force on any atom: 5.34 eV/A

=====

C5H7ClSSi | ωB97M-V/def2-TZVPD

XYZ file:
```
15
Properties=species:S:1:pos:R:3:forces:R:3
Cl 1.434610 2.094661 -2.112203 -0.226 -0.410 -0.073
C 0.018757 1.014145 -2.318692 0.175 -0.228 1.031
Si 0.246594 -0.773365 -1.852864 3.141 0.030 3.026
C 0.215953 -0.581952 0.387206 0.027 -1.076 -3.347
C -0.406517 0.448143 1.018842 0.459 -2.002 0.613
C -0.477303 0.255792 2.432646 1.259 0.487 -2.001
C 0.230322 -0.783767 2.853030 -0.254 -3.804 0.727
S 0.693894 -1.815238 1.510047 0.269 1.400 -0.110
H -0.477964 1.247094 -3.240063 -0.284 0.070 -0.269
H -0.617059 1.153188 -1.434116 -0.346 0.957 -0.561
H 1.539169 -1.473474 -2.378087 -1.014 0.682 0.584
H -0.828229 -1.598943 -2.183997 -1.521 -0.776 -0.473
H -0.949488 1.159387 0.497514 -0.671 1.666 -0.682
H -0.803652 1.015255 3.019810 -1.347 1.845 1.969
H 0.180912 -1.360927 3.800929 0.333 1.157 -0.434
```
Forces are in eV/Å.

Results
Structure (SMILES): ClC[SiH2]c1cccs1
Energy above the lowest of the compared OMol25 structures with the same formula, charge and spin: 40.2 kcal/mol
Energy: -36531.7811 eV
HOMO-LUMO gap: 9.770 eV
Strongest force on any atom: 4.36 eV/A

=====

Question: Which of these has the highest strongest force on any atom?
Answer: C4H6N2S2